The following is a DFT calculation (the ωB97M-V functional and the def2-TZVPD basis) of an isolated molecule of BrH2O2PS.

Properties
- HOMO-LUMO gap (eV) = 7.19
- F_max (eV Å⁻¹) = 3.7
- relative energy (zero: lowest compared OMol25 entry of this formula, charge and spin) (kcal/mol) = 56.3
- spin multiplicity = 1
- SMILES = OP(O)(=S)Br

Positions of all 7 atoms, in Å:
O 0.172 -0.212 -1.243
O 0.033 -0.353 1.306
P -0.623 0.429 0.023
S 0.373 2.800 -0.085
Br -2.655 -0.414 -0.011
H 0.645 0.590 -1.651
H 0.688 0.276 1.481

Löwdin atomic charge list, values in e, 2 entries:
1. O -0.328
2. O -0.261

---

The following is a DFT calculation (the ωB97M-V functional and the def2-TZVPD basis) of a structure of composition BrH2PS2.

Properties
- HOMO-LUMO gap (alpha / beta) (eV) = 7.33 / 7.33
- F_max (eV Å⁻¹) = 3.5
- relative energy (zero: lowest compared OMol25 entry of this formula, charge and spin) (kcal/mol) = 35.7
- spin multiplicity = 1

Positions of all 6 atoms, in Å:
P -0.709 0.257 0.921
S -0.072 -1.672 0.380
S 1.505 1.566 -0.332
Br -2.251 0.832 -0.465
H -0.654 -1.422 -0.758
H 2.181 0.440 0.253

Löwdin atomic charge list, values in e, 2 entries:
1. P -0.013
2. S 0.269

---

The following is a DFT calculation (the ωB97M-V functional and the def2-TZVPD basis) of a structure of composition BrH3NO2P.

Properties
- HOMO-LUMO gap (eV) = 8.61
- F_max (eV Å⁻¹) = 3.5
- relative energy (zero: lowest compared OMol25 entry of this formula, charge and spin) (kcal/mol) = 17.9
- spin multiplicity = 1

Positions of all 8 atoms, in Å:
N -0.788 -1.098 0.255
O -1.021 1.434 -0.199
O 1.660 0.310 -0.805
P -0.091 0.381 0.596
Br 3.102 -0.384 -0.101
H -1.690 -1.119 -0.147
H -0.057 -1.793 0.128
H -1.114 2.268 0.273

Löwdin atomic charge list, values in e, 2 entries:
1. N -0.163
2. O -0.287

---

The following is a DFT calculation (the ωB97M-V functional and the def2-TZVPD basis) of a cluster of 25 separate species, BrH48O24 in total.

Properties
- HOMO-LUMO gap (eV) = 9.65
- F_max (eV Å⁻¹) = 3.0
- relative energy (zero: lowest compared OMol25 entry of this formula, charge and spin) (kcal/mol) = 31.1
- spin multiplicity = 1
- charge = -1

Positions of all 73 atoms, in Å:
Br -15.040 2.057 5.394
O -11.341 1.877 8.350
H -12.297 2.037 8.533
H -11.237 2.253 7.475
O -10.283 3.609 5.583
H -9.514 3.188 6.015
H -10.283 3.472 4.653
O -10.939 2.715 3.094
H -11.215 1.797 3.280
H -11.456 3.110 2.344
O -15.791 0.029 8.477
H -16.029 0.744 9.142
H -16.056 0.297 7.600
O -13.238 -2.198 6.116
H -13.949 -2.792 6.391
H -13.038 -1.780 6.998
O -19.786 4.752 6.978
H -19.982 4.918 6.035
H -18.884 5.070 7.011
O -14.229 0.674 1.803
H -13.945 1.544 2.101
H -14.742 0.226 2.451
O -13.898 6.375 5.521
H -13.519 5.804 6.161
H -14.701 6.816 5.734
O -12.850 -0.895 8.341
H -12.080 -0.353 8.355
H -13.553 -0.229 8.321
O -19.311 4.273 3.699
H -19.675 3.463 4.147
H -18.491 4.365 4.235
O -14.145 4.589 3.591
H -13.969 5.350 4.206
H -14.322 3.803 4.081
O -15.568 2.299 10.192
H -15.780 2.973 9.530
H -15.776 2.760 10.998
O -14.841 2.775 -0.216
H -15.702 3.240 -0.214
H -15.022 1.994 0.338
O -23.151 3.941 8.089
H -23.017 4.380 7.194
H -22.657 3.121 8.118
O -12.113 -0.285 3.685
H -11.763 -0.608 2.829
H -12.961 0.100 3.399
O -15.392 4.385 8.174
H -14.621 4.037 7.743
H -15.910 4.795 7.426
O -16.178 4.744 1.565
H -17.082 4.794 1.856
H -15.624 4.806 2.335
O -16.444 -2.661 8.452
H -16.305 -1.696 8.579
H -16.736 -2.717 7.521
O -12.920 3.962 1.322
H -13.492 4.331 2.028
H -13.554 3.605 0.690
O -16.795 4.766 5.505
H -16.463 5.126 4.665
H -16.690 3.822 5.445
O -18.193 2.423 5.645
H -17.238 2.183 5.650
H -18.499 2.604 6.581
O -12.830 4.082 6.823
H -13.282 3.466 6.252
H -11.896 4.237 6.563
O -10.578 -2.841 5.647
H -10.058 -2.110 5.248
H -11.478 -2.498 5.553
O -15.046 -0.951 4.296
H -14.372 -1.368 4.878
H -15.145 -0.060 4.699

Löwdin atomic charge list, values in e, 2 entries:
1. Br 0.404
2. O -0.059

---

The following is a DFT calculation (the ωB97M-V functional and the def2-TZVPD basis) of a cluster of 2 separate species, BrH4NSi in total.

Properties
- HOMO-LUMO gap (eV) = 9.28
- F_max (eV Å⁻¹) = 3.5
- relative energy (zero: lowest compared OMol25 entry of this formula, charge and spin) (kcal/mol) = 79.4
- spin multiplicity = 1
- SMILES = N=[SiH2].Br

Positions of all 7 atoms, in Å:
N 0.121 -0.326 0.360
Si 1.634 0.203 -0.048
Br -3.607 -0.419 0.108
H -2.721 0.576 0.013
H 0.018 -1.258 -0.036
H 2.144 1.110 0.840
H 2.412 0.115 -1.237

Löwdin atomic charge list, values in e, 2 entries:
1. N -0.262
2. Si 0.637

---

The following is a DFT calculation (the ωB97M-V functional and the def2-TZVPD basis) of a structure of composition BrH8MnO4.

Properties
- HOMO-LUMO gap (alpha / beta) (eV) = 8.30 / 8.61
- <S²> = 12.0014
- F_max (eV Å⁻¹) = 1.8
- spin multiplicity = 7

Positions of all 14 atoms, in Å:
Mn 3.586 -0.583 0.741
Br 0.933 -0.487 -0.060
O -0.814 0.780 2.448
H -0.302 0.363 1.754
H -0.782 1.714 2.241
O -2.342 0.239 -0.035
H -1.457 -0.009 -0.300
H -2.221 0.734 0.775
O 0.535 2.540 -1.041
H 0.867 1.765 -0.587
H 0.086 2.192 -1.811
O 0.523 -3.409 -1.194
H 0.764 -3.304 -2.114
H 0.625 -2.535 -0.817

Löwdin atomic charge list, values in e, 2 entries:
1. Mn 0.669
2. Br 0.160

---

The following is a DFT calculation (the ωB97M-V functional and the def2-TZVPD basis) of a cluster of 2 separate species, BrHNO in total.

Properties
- HOMO-LUMO gap (alpha / beta) (eV) = 7.96 / 5.39
- F_max (eV Å⁻¹) = 2.3
- relative energy (zero: lowest compared OMol25 entry of this formula, charge and spin) (kcal/mol) = 56.7
- spin multiplicity = 1
- charge = -1

Positions of all 4 atoms, in Å:
N 0.050 0.470 -0.337
O -0.107 -0.704 -0.322
Br -1.694 1.729 -0.459
H 1.751 -1.496 1.118

Löwdin atomic charge list, values in e, 2 entries:
1. N -0.518
2. O -0.359

---

The following is a DFT calculation (the ωB97M-V functional and the def2-TZVPD basis) of a cluster of 2 separate species, BrNO2S in total.

Properties
- HOMO-LUMO gap (alpha / beta) (eV) = 6.82 / 6.81
- F_max (eV Å⁻¹) = 3.0
- relative energy (zero: lowest compared OMol25 entry of this formula, charge and spin) (kcal/mol) = 37.7
- spin multiplicity = 1

Positions of all 5 atoms, in Å:
N 0.779 -0.956 0.016
O -1.594 -0.370 -0.031
O 0.020 1.528 0.019
S -0.258 0.134 0.003
Br 3.321 -0.016 -0.004

Löwdin atomic charge list, values in e, 2 entries:
1. N -0.236
2. O -0.254